Record 1
A molecular structure, C50H58N4OP3ReS2 in a non-equilibrium geometry. Source: the OMol25 dataset; level of theory: ωB97M-V/def2-TZVPD.

Energy above the lowest of the compared OMol25 structures with the same formula, charge and spin, eV: 0.0000
Frontier orbital gap (spin up / spin down), eV: 5.803 / 3.338
Charge: +1
E_tot, hartree: -4132.90561
LUMO energy (spin up / spin down), Ha: -0.1315 / -0.2059
HOMO energy (spin up / spin down), eV: -9.38 / -8.94
<S²>: 3.9096
Spin multiplicity: 4

Geometry as XYZ:
```
119
Properties=species:S:1:pos:R:3:forces:R:3
Re 0.0263 -1.2169 -0.3678 -0.0498 0.2940 -0.7435
C -3.8455 0.6545 -1.7391 -0.0589 -0.4077 1.0431
C -2.4096 1.0679 -2.0555 0.6042 0.0139 -0.4406
C -1.8191 0.4460 -3.3434 0.6486 0.2443 0.1585
P -1.0872 0.9815 -0.7308 -0.3168 -0.0043 0.9853
C -1.8150 1.8303 0.7645 0.2598 -0.8407 -0.2115
C -1.0464 1.6466 2.0788 -0.0634 -1.3545 -0.5433
C -2.0879 3.2965 0.5148 -0.2960 -0.5562 -1.4528
C 0.2435 1.8961 -1.4961 0.0783 -0.0561 -0.3762
C 0.1118 3.2327 -1.8852 1.3882 0.0234 -1.5655
C 1.0143 3.7931 -2.8167 -0.0517 -1.9486 0.0691
C 1.9562 2.9233 -3.4519 -1.2288 1.2730 0.6897
C 2.0135 1.5933 -3.1168 0.3619 -0.4626 0.2490
C 1.2502 1.0845 -2.0481 0.5585 -0.6366 0.0738
N 1.4367 -0.2661 -1.5654 -0.6918 0.8683 -0.1656
C 2.6644 -0.9101 -1.7646 0.3877 -0.1006 -0.6449
C 3.8971 -0.2241 -1.8987 -0.1567 0.5643 0.4110
C 5.0577 -0.9152 -2.0851 -0.0926 -1.7277 -0.3572
C 5.0937 -2.3153 -2.1907 0.1468 0.5223 -0.5190
C 3.9116 -2.9957 -2.0702 -1.0037 -0.4793 0.2564
C 2.6828 -2.3289 -1.8547 1.9892 1.3402 0.1567
P 1.2041 -3.1236 -1.4066 -1.3962 -0.1167 -0.3224
C 1.5350 -4.6039 -0.4325 -0.0243 0.0919 0.9410
C 2.2591 -5.7634 -1.0932 -0.5885 -0.6054 -0.1235
C 2.2985 -4.1398 0.7933 0.3655 -0.0741 0.8045
C 0.2703 -3.6208 -2.9086 -0.1782 -1.0471 0.1810
C 1.1511 -4.0464 -4.0900 0.0374 0.8385 -1.0707
C -0.7794 -4.7275 -2.5839 0.5865 0.3007 0.1296
H -4.5036 0.9966 -2.5422 0.1194 -0.2028 -0.0288
H -4.2140 1.1506 -0.8147 0.2295 -0.2605 -0.5133
H -3.9721 -0.4384 -1.5892 0.0933 0.6313 -0.2466
H -2.4452 2.1403 -2.2550 0.0728 0.2074 0.0789
H -1.5712 -0.6122 -3.2324 -0.1687 0.0846 0.0817
H -0.8818 0.9701 -3.6420 -0.7081 -0.2937 0.1645
H -2.5271 0.5472 -4.1549 -0.2245 0.0393 -0.2160
H -2.7685 1.2818 0.8423 0.0824 0.2119 0.0565
H -0.0335 2.0177 1.9884 -0.0354 0.3181 0.0580
H -0.9720 0.5866 2.4157 -0.1520 0.5357 -0.4293
H -1.6068 2.1457 2.8495 0.0166 0.4876 0.4297
H -1.1974 3.9116 0.4648 0.1490 -0.1643 -0.1334
H -2.6613 3.6452 1.3266 -0.8171 0.6304 0.9972
H -2.6993 3.3974 -0.4060 0.3396 0.3013 0.4514
H -0.7298 3.8113 -1.5895 -0.3589 0.3747 0.3820
H 0.8699 4.7860 -3.1943 0.1080 0.4052 0.1520
H 2.5980 3.3231 -4.2256 -0.0494 -0.0741 -0.0800
H 2.6853 0.9399 -3.6810 -0.2693 0.2252 0.3429
H 4.0162 0.8621 -1.8371 -0.5645 -0.4025 0.0809
H 5.9950 -0.4586 -2.2406 0.7508 1.0208 0.0759
H 6.0411 -2.7679 -2.4901 -0.4105 -0.2014 0.4092
H 3.8377 -4.0791 -2.0926 0.4549 0.2779 -0.2756
H 0.5228 -4.9116 -0.0847 0.4977 -0.0107 -0.3593
H 3.3210 -5.6398 -1.2513 0.1219 0.3245 0.0047
H 1.7747 -6.0009 -2.0245 0.0955 -0.1770 -0.5469
H 2.1735 -6.6683 -0.4976 -0.1313 -0.0253 0.3411
H 3.3035 -3.7955 0.5505 0.1316 -0.2510 -0.1107
H 2.3583 -4.9616 1.5094 0.2042 -0.0091 -0.0232
H 1.8557 -3.3042 1.3250 -0.3849 0.0682 -0.0423
H -0.2879 -2.7282 -3.1561 -0.0158 0.3266 -0.3460
H 1.8100 -4.9018 -3.9824 -0.1143 -0.2061 0.5308
H 1.7908 -3.2308 -4.4512 -0.0159 0.0159 0.4061
H 0.5397 -4.2502 -4.9795 -0.2090 -0.1535 0.3476
H -0.2568 -5.6469 -2.3386 -0.0124 -0.3419 -0.4559
H -1.4167 -4.8422 -3.4677 0.0637 -0.2321 0.3197
H -1.3905 -4.5629 -1.6937 -0.0657 0.4136 -0.2461
C -1.4787 -2.7726 3.3838 0.4596 0.3941 0.3189
C -0.6695 -2.1845 2.2830 1.0695 1.1847 -0.5491
N -1.0931 -2.1296 1.0379 0.2807 -0.4684 0.6593
N -2.2599 -2.7782 0.7124 -0.1620 0.3445 0.1351
C -2.4963 -2.6091 -0.5559 0.8857 -0.3413 0.5886
O -1.6186 -1.9769 -1.3317 -1.0082 -0.2195 0.2186
C -3.7300 -3.2115 -1.0895 1.4299 0.5755 -1.4789
C -4.6791 -3.8409 -0.3298 -0.8159 0.2331 -0.2972
C -5.8573 -4.2056 -0.9914 0.0389 -0.8552 1.4004
C -6.0099 -4.0304 -2.3378 -1.0703 -0.0374 -0.6774
C -4.9870 -3.4716 -3.1082 -1.8228 -1.0286 -1.6156
C -3.8548 -3.1258 -2.4926 1.1938 0.7730 1.1246
C 0.6002 -1.4443 2.4711 -0.7917 -0.2144 0.0700
C 1.1325 -1.2625 3.7344 0.4707 -0.1128 -0.7682
C 2.2940 -0.5286 3.8304 0.6087 0.3252 0.1027
C 2.9313 0.0263 2.7251 -1.0360 -0.1497 -0.2680
C 2.3144 -0.1089 1.4893 0.7124 0.0006 0.5414
N 1.2131 -0.8426 1.3564 -2.0723 -1.0157 -0.3342
H -2.1461 -1.9869 3.7745 0.2737 -0.1829 0.1114
H -2.1316 -3.5430 3.0022 0.0679 -0.3340 -0.0319
H -0.8041 -3.1343 4.1764 -0.5756 0.0283 -0.2241
H -4.5643 -4.0063 0.7279 0.0758 0.1155 0.1231
H -6.6241 -4.7122 -0.3916 0.1695 0.3157 -0.4357
H -6.9651 -4.3422 -2.7835 0.5654 0.1947 0.0326
H -5.0947 -3.3991 -4.2086 0.0599 0.0076 0.8583
H -3.0250 -2.7495 -3.0564 0.2717 0.3088 -0.1253
H 0.7295 -1.7309 4.6191 -0.2527 0.1021 -0.0715
H 2.6710 -0.3782 4.8097 0.6110 0.1807 0.6825
H 3.8068 0.6365 2.7363 0.4854 0.1840 0.4547
H 2.7786 0.3625 0.6332 -0.3328 -0.2783 -0.2275
S 3.8220 5.6921 2.8369 -0.7371 -0.8503 -0.9301
P 2.2262 4.5897 2.3193 0.9305 1.2750 1.5801
S 2.2528 2.9831 1.0061 0.1343 0.2051 0.2098
C 1.5165 4.0415 3.9284 0.1239 -0.4452 -0.9119
C 1.2513 2.6848 4.0465 -0.5243 -0.1129 1.1501
C 0.6233 2.2258 5.2184 0.7246 0.7126 -0.9396
C 0.3163 3.1306 6.2170 -0.9135 -0.8037 1.1287
C 0.6065 4.4725 6.1338 1.2131 1.0417 -0.8655
C 1.2502 4.9339 4.9712 -0.3851 -0.2351 0.5512
C 0.8948 5.6118 1.6104 0.6252 -0.3980 0.7360
C 1.2395 6.4366 0.5613 -0.1539 0.0808 -1.3412
C 0.2207 7.1696 -0.0873 0.7547 -0.2473 0.0884
C -1.0547 7.1456 0.4405 -0.5239 -0.1644 0.3062
C -1.3591 6.3102 1.5243 -0.4202 1.4861 -0.0680
C -0.3905 5.5702 2.1493 0.5584 1.1209 -2.1294
H 1.5262 1.9990 3.2442 -0.1561 0.3401 0.3617
H 0.4166 1.1811 5.3202 -0.2116 -0.4271 0.2188
H -0.1915 2.7633 7.1120 0.1968 0.0454 -0.1835
H 0.4801 5.1918 6.9578 -0.2591 -0.6348 -0.4009
H 1.5390 5.9792 4.9285 0.0244 -0.1281 -0.3219
H 2.2953 6.4298 0.2145 -0.9014 0.1782 0.1724
H 0.4123 7.7256 -1.0035 0.1768 0.1257 0.3740
H -1.8417 7.8180 0.0863 0.3207 -0.3840 -0.2221
H -2.3583 6.4036 1.9318 -0.0330 -0.2878 0.0994
H -0.6212 5.0313 2.9923 -0.3924 -1.3736 1.7504
```
Forces are in eV/Å.

---

Record 2
A molecular structure, C22H33HgNO10 in a non-equilibrium geometry. Source: the OMol25 dataset; level of theory: ωB97M-V/def2-TZVPD.

Frontier orbital gap, eV: 1.460
E_tot, hartree: -1818.14988
LUMO energy, Ha: -0.1910
HOMO energy, eV: -6.66

Geometry as XYZ:
```
67
Properties=species:S:1:pos:R:3:forces:R:3
Hg -1.2224 -0.2463 0.1049 -0.0058 -0.0153 -0.0213
C -3.1179 -1.5143 -6.0420 1.9637 -1.6250 -1.1689
C -3.4208 -0.1627 -5.5709 -0.1663 -0.6376 3.0649
O -3.4784 -0.1097 -4.2005 -0.2070 0.3203 -0.2796
H -2.1763 -1.8595 -5.6150 0.1632 0.2737 0.6311
H -2.7754 -1.4656 -7.0757 -0.7824 -0.2785 -0.5364
H -3.7669 -2.3612 -5.8194 -0.6249 0.5449 -0.2805
H -4.4006 0.1957 -5.8868 -0.3563 0.6822 -0.6162
H -2.6241 0.5383 -5.8200 0.0477 0.7076 -0.7176
C 2.9756 -2.7786 4.0177 2.1012 -0.3215 0.2676
C 1.7247 -2.5521 4.7687 -1.4547 0.8640 -1.9027
O 0.6939 -1.9907 4.1016 0.1901 -0.0320 0.2453
H 3.0699 -3.6052 3.3135 -0.6194 -0.0317 0.0082
H 3.6836 -2.9858 4.8201 0.4912 -0.3644 -0.0240
H 3.4189 -1.9031 3.5432 -0.5651 0.2559 -0.1216
H 1.9600 -1.9205 5.6253 -0.0997 0.3640 0.8697
H 1.3175 -3.4594 5.2150 -0.0799 -0.7014 0.5892
C 1.1820 7.8033 5.3991 0.5068 1.7010 0.6981
C 1.0380 6.4629 5.3318 1.4466 -2.2276 -0.7323
C 1.3531 5.7572 4.1425 -0.9916 -0.1000 -0.6596
C 1.5531 6.4610 2.9295 -1.3675 0.8017 2.8235
C 1.5807 7.8341 3.1133 1.6037 1.1390 -2.7427
C 1.5587 8.5285 4.2900 -1.2003 -0.4917 0.5019
N 1.4397 5.8962 1.5929 0.9368 -3.5141 -1.8936
O 0.7610 4.8226 1.4835 1.4538 3.2089 0.5436
O 2.1493 6.3300 0.6582 -1.7263 -0.0828 2.1304
H 1.1164 8.3404 6.3338 -0.3093 -0.1718 0.2442
H 0.9447 5.9176 6.2593 -0.3668 -0.2690 -0.1080
H 1.3279 4.6776 4.1350 -0.0550 -0.0779 0.0092
H 1.8093 8.4176 2.2337 -0.2419 0.0827 -0.3858
H 1.6022 9.6040 4.3780 0.3152 0.0065 -0.4361
O 3.7800 -1.6119 -3.1458 0.9512 0.3597 -1.1419
C 4.7487 -1.7470 -3.8786 -3.5815 0.9440 0.9011
O 5.7724 -2.3993 -3.4309 2.6813 -1.6752 0.8776
C 6.8337 -2.6983 -4.4112 -2.8758 2.0100 0.0116
C 6.0926 -2.1982 -5.6984 2.0944 0.5511 -1.1477
C 4.8687 -1.3150 -5.3378 0.3849 -2.0089 0.9070
H 6.9768 -3.7788 -4.4284 0.3963 0.3265 0.2381
H 7.6638 -2.0527 -4.1245 0.2827 -0.6134 -0.1001
H 5.9956 -3.1134 -6.2825 -1.0558 0.3662 -0.3093
H 6.7921 -1.5836 -6.2650 0.1406 -0.1137 -0.1966
H 3.9561 -1.6237 -5.8477 0.0712 0.0255 0.0486
H 4.9340 -0.2296 -5.4137 0.5270 -0.1748 -0.0904
O -0.6201 -5.7978 -1.0381 0.9876 -0.6942 -0.6240
C 0.1243 -6.6899 -1.3909 -2.2140 1.6555 2.0331
O 0.6594 -6.7602 -2.5834 0.8543 1.2541 -3.0495
C 1.4278 -7.9194 -2.8306 -0.0427 -2.1150 2.0070
C 1.6310 -8.4426 -1.3907 0.6994 -1.1936 -0.5880
C 0.4398 -7.9214 -0.6616 0.1767 -1.3817 1.2345
H 2.3741 -7.8762 -3.3698 -0.2384 1.1881 -0.0448
H 0.8599 -8.7181 -3.3077 -0.5474 0.4810 -0.5297
H 2.5671 -8.0769 -0.9685 -0.0402 -0.0300 0.0934
H 1.5982 -9.5318 -1.3680 0.5504 -0.0314 -0.0558
H 0.5999 -7.9622 0.4158 -0.0615 1.0323 -0.0252
H -0.4309 -8.5702 -0.7570 -0.1334 -0.1739 -0.4561
O -5.3349 2.9113 2.2300 -0.9010 2.1717 0.4685
C -6.3331 3.4743 2.6519 1.6252 -0.7856 -0.5679
O -7.3055 2.6885 3.0664 -2.2582 -0.0526 0.9432
C -8.4421 3.4603 3.5311 -1.0854 -0.6752 0.3560
C -8.3614 4.8390 2.8443 1.2743 -0.9273 0.4428
C -6.8296 4.9468 2.7622 0.7842 -0.4000 -1.2730
H -8.5143 3.3857 4.6162 0.7045 0.6592 0.2243
H -9.3546 2.9255 3.2674 0.1450 -0.1132 -0.5870
H -8.7049 5.7214 3.3842 -0.5874 -0.4456 -0.0050
H -8.8600 4.6792 1.8883 0.2062 0.6120 -0.1142
H -6.4559 5.4788 3.6371 0.2548 -0.3317 0.0411
H -6.4260 5.4349 1.8751 -0.1691 0.2900 0.0781
```
Forces are in eV/Å.

---

| no. | M (g mol⁻¹) |
| --- | --- |
| 1 | 1074.30 |
| 2 | 672.09 |